Below is a 2-piece molecular cluster, C6H5O7S overall at a distorted geometry, with properties calculated with ωB97M-V with the def2-TZVPD basis set.

Each line ends with the natural charge from an NBO analysis.
Atoms and positions in Å:
1 C -2.4142 -0.1486 0.6776  -0.0554
2 C -1.1867 -0.7663 0.4605  0.4068
3 C -2.5999 1.0610 -0.0728  0.7153
4 C -0.4895 0.1719 -0.6254  -0.0652
5 C 1.8449 -0.5109 0.3366  -0.0359
6 C 0.8425 0.4624 -0.0630  0.1166
7 O -0.6188 -1.8416 0.9045  -0.7558
8 O -3.4843 1.8854 -0.1315  -0.6344
9 O 1.9750 1.4956 2.2668  -0.9777
10 O -1.3935 1.2742 -0.7602  -0.5050
11 O -3.5029 -0.6868 1.3484  -0.6653
12 O 1.8638 -1.8718 0.3088  -0.7122
13 O 1.9965 1.7023 -1.1441  -0.8198
14 S 1.0119 0.4920 1.8299  1.0961
15 H -0.3108 -0.2762 -1.5714  0.2079
16 H 2.9745 -0.1039 0.2428  0.2503
17 H -3.9327 0.1070 1.4646  0.4689
18 H 0.9243 -2.0779 0.6107  0.5115
19 H 2.3635 2.3517 -0.5313  0.4532

Output
**Relative energy (zero: lowest compared OMol25 entry of this formula, charge and spin)**: 77.96 kcal/mol
**E_LUMO**: 2.53 eV
**Charge**: -1